--- A ---
Below is a single C12H15N molecule, with properties calculated with ωB97M-V/def2-TZVPD.

Output
SMILES = CN[C@H]1C[C@@H]2C[C@H]1c1ccccc12
HOMO-LUMO gap = 9.025 eV

Each atom is followed by the atoms it is bonded to, with distances in Å.
Element x y z (Å)
1 C -1.154 -0.515 -2.519  N2 1.452, H14 1.114, H15 1.105, H16 1.115
2 N -0.844 0.758 -1.892  C1 1.452, C3 1.440, H17 1.023
3 C 0.390 1.090 -1.230  N2 1.440, C4 1.579, C7 1.571, H18 1.145
4 C 0.204 2.017 0.035  C3 1.579, C5 1.549, H19 1.121, H20 1.063
5 C 0.966 1.330 1.196  C4 1.549, C6 1.584, C13 1.478, H21 1.117
6 C 2.126 0.746 0.288  C5 1.584, C7 1.483, H22 1.090, H23 1.114
7 C 1.256 -0.060 -0.601  C3 1.571, C6 1.483, C8 1.541, H24 1.115
8 C 0.325 -0.777 0.395  C7 1.541, C9 1.350, C13 1.431
9 C -0.249 -1.996 0.315  C8 1.350, C10 1.367, H25 1.110
10 C -1.056 -2.378 1.351  C9 1.367, C11 1.473, H26 1.108
11 C -1.253 -1.528 2.537  C10 1.473, C12 1.370, H27 1.059
12 C -0.632 -0.307 2.502  C11 1.370, C13 1.357, H28 1.054
13 C 0.207 0.103 1.518  C5 1.478, C8 1.431, C12 1.357
14 H -2.246 -0.676 -2.673  C1 1.114
15 H -0.838 -1.327 -1.838  C1 1.105
16 H -0.542 -0.701 -3.431  C1 1.115
17 H -1.204 1.538 -2.449  N2 1.023
18 H 0.899 1.796 -1.974  C3 1.145
19 H -0.905 2.000 0.201  C4 1.121
20 H 0.404 3.036 -0.191  C4 1.063
21 H 1.354 2.020 1.984  C5 1.117
22 H 2.541 1.555 -0.314  C6 1.090
23 H 3.006 0.266 0.772  C6 1.114
24 H 1.749 -0.699 -1.371  C7 1.115
25 H -0.047 -2.625 -0.577  C9 1.110
26 H -1.581 -3.349 1.434  C10 1.108
27 H -1.986 -1.704 3.281  C11 1.059
28 H -0.891 0.387 3.252  C12 1.054

natural (NBO) atomic charge list, values in e, 2 entries: C -0.41; N -0.66


--- B ---
Below is a single C12H15N molecule, with properties calculated with ωB97M-V/def2-TZVPD.

Output
SMILES = c1ccc2c(c1)[C@H]1CCNC[C@H]2C1
HOMO-LUMO gap = 9.373 eV

Each atom is followed by the atoms it is bonded to, with distances in Å.
Element x y z (Å)
1 C 0.585 -1.218 3.246  C2 1.413, C6 1.400, H14 1.044
2 C 1.917 -0.976 2.844  C1 1.413, C3 1.419, H15 1.090
3 C 2.225 -0.453 1.562  C2 1.419, C4 1.390, H16 1.076
4 C 1.148 -0.053 0.780  C3 1.390, C5 1.410, C12 1.542
5 C -0.169 -0.116 1.281  C4 1.410, C6 1.390, C7 1.541
6 C -0.488 -0.782 2.459  C1 1.400, C5 1.390, H17 1.113
7 C -0.963 0.453 0.089  C5 1.541, C8 1.557, C13 1.544, H18 1.086
8 C -2.290 0.375 -0.722  C7 1.557, C9 1.597, H19 1.061, H20 1.112
9 C -1.811 -0.134 -2.157  C8 1.597, N10 1.489, H21 1.118, H22 1.132
10 N -0.407 0.175 -2.544  C9 1.489, C11 1.485, H23 1.010
11 C 0.877 -0.125 -1.861  N10 1.485, C12 1.585, H24 1.106, H25 1.089
12 C 1.188 0.717 -0.555  C4 1.542, C11 1.585, C13 1.533, H26 1.091
13 C -0.039 1.612 -0.341  C7 1.544, C12 1.533, H27 1.080, H28 1.138
14 H 0.495 -1.644 4.195  C1 1.044
15 H 2.746 -1.347 3.448  C2 1.090
16 H 3.245 -0.290 1.263  C3 1.076
17 H -1.541 -0.856 2.810  C6 1.113
18 H -0.514 -0.294 -0.559  C7 1.086
19 H -2.980 -0.336 -0.343  C8 1.061
20 H -2.966 1.254 -0.805  C8 1.112
21 H -2.088 -1.216 -2.089  C9 1.118
22 H -2.458 0.331 -2.962  C9 1.132
23 H -0.337 0.055 -3.545  N10 1.010
24 H 1.065 -1.159 -1.519  C11 1.106
25 H 1.587 0.215 -2.613  C11 1.089
26 H 2.134 1.250 -0.655  C12 1.091
27 H -0.294 2.202 -1.210  C13 1.080
28 H 0.133 2.359 0.501  C13 1.138

natural (NBO) atomic charge list, values in e, 2 entries: C -0.21; C -0.22


--- C ---
Below is a single C12H15N molecule, with properties calculated with ωB97M-V/def2-TZVPD.

Output
SMILES = N[C@@]12CC[C@@H](C1)c1ccccc1C2
HOMO-LUMO gap = 9.820 eV

Each atom is followed by the atoms it is bonded to, with distances in Å.
Element x y z (Å)
1 N 2.668 0.103 1.694  C2 1.487, H14 1.039, H15 1.010
2 C 1.439 -0.083 0.878  N1 1.487, C3 1.526, C6 1.481, C13 1.510
3 C 1.855 -0.425 -0.550  C2 1.526, C4 1.576, H16 1.092, H17 1.099
4 C 0.789 -1.474 -1.046  C3 1.576, C5 1.537, H18 1.028, H19 1.078
5 C -0.254 -1.479 0.084  C4 1.537, C6 1.603, C7 1.526, H20 1.093
6 C 0.683 -1.259 1.366  C2 1.481, C5 1.603, H21 1.079, H22 1.100
7 C -1.104 -0.231 -0.133  C5 1.526, C8 1.448, C12 1.362
8 C -2.143 -0.337 -1.137  C7 1.448, C9 1.366, H23 1.108
9 C -2.939 0.728 -1.446  C8 1.366, C10 1.375, H24 1.053
10 C -2.658 1.945 -0.871  C9 1.375, C11 1.359, H25 1.081
11 C -1.593 2.159 -0.056  C10 1.359, C12 1.438, H26 1.067
12 C -0.766 1.027 0.264  C7 1.362, C11 1.438, C13 1.547
13 C 0.633 1.193 0.905  C2 1.510, C12 1.547, H27 1.095, H28 1.093
14 H 2.967 -0.852 1.972  N1 1.039
15 H 3.390 0.567 1.161  N1 1.010
16 H 1.884 0.369 -1.300  C3 1.092
17 H 2.786 -0.998 -0.667  C3 1.099
18 H 0.229 -1.209 -1.865  C4 1.028
19 H 1.174 -2.474 -1.159  C4 1.078
20 H -0.924 -2.341 0.121  C5 1.093
21 H 0.012 -1.019 2.177  C6 1.079
22 H 1.253 -2.186 1.525  C6 1.100
23 H -2.287 -1.331 -1.604  C8 1.108
24 H -3.808 0.514 -2.001  C9 1.053
25 H -3.426 2.647 -1.162  C10 1.081
26 H -1.575 3.089 0.468  C11 1.067
27 H 0.545 1.357 1.984  C13 1.095
28 H 1.170 1.999 0.399  C13 1.093

natural (NBO) atomic charge list, values in e, 2 entries: N -0.83; C 0.09


Which one sits at the top of the stability order? C does.